No. 1
{
  "formula": "C7H9BrOS",
  "method": "ωB97M-V with the def2-TZVPD basis set",
  "total_energy_ev": -90325.0941,
  "gap_ev": [7.118, 6.745],
  "max_force_ha_per_bohr": 0.090,
  "homo_ev": [-6.9243, -6.5261],
  "symbols": ["C", "C", "C", "C", "C", "C", "C", "O", "S", "Br", "H", "H", "H", "H", "H", "H", "H", "H", "H"],
  "positions_angstrom": [[-1.125, -2.329, -1.192], [-0.120, -1.787, -0.604], [1.071, 0.874, -0.417], [-2.473, -1.832, -0.815], [-2.244, -0.992, 0.429], [1.717, 2.487, 1.310], [2.110, 1.240, 0.557], [1.102, 0.831, -1.567], [-0.490, -0.395, 0.527], [-3.540, 0.255, 1.046], [-1.107, -3.009, -2.038], [0.951, -1.972, -0.863], [-2.729, -1.134, -1.602], [-3.210, -2.680, -0.453], [0.712, 2.306, 1.934], [1.514, 3.424, 0.703], [2.555, 2.798, 1.983], [2.298, 0.467, 1.201], [3.010, 1.448, -0.142]],
  "forces_ev_per_a": [[-2.3, -1.2, -1.2], [3.6, 1.8, 0.8], [-1.4, -1.8, 2.2], [-0.7, 0.0, 2.1], [1.5, 0.3, 0.4], [-1.6, 1.6, 1.7], [1.3, 3.2, -3.1], [0.4, 0.5, -3.2], [-1.3, -1.6, 0.1], [0.0, -0.2, -0.3], [0.5, -0.2, 0.3], [-1.1, 0.2, 0.4], [-1.2, -0.4, -0.7], [1.1, 1.7, -1.4], [2.3, 0.4, -1.2], [0.2, -1.4, 0.2], [-0.9, -0.4, -0.2], [0.5, -2.1, 1.6], [-1.0, -0.4, 1.4]]
}


No. 2
{
  "formula": "C7H9Cl17",
  "method": "ωB97M-V with the def2-TZVPD basis set",
  "total_energy_ev": -220286.0911,
  "gap_ev": 11.306,
  "max_force_ha_per_bohr": 0.025,
  "homo_ev": -10.8888,
  "smiles": "ClC(Cl)Cl.ClC(Cl)Cl.ClC(Cl)Cl.ClC(Cl)Cl.ClC(Cl)Cl.ClCCCl",
  "symbols": ["Cl", "C", "Cl", "Cl", "H", "Cl", "C", "Cl", "Cl", "H", "Cl", "C", "Cl", "Cl", "H", "Cl", "C", "Cl", "Cl", "H", "Cl", "C", "Cl", "Cl", "H", "Cl", "C", "C", "Cl", "H", "H", "H", "H"],
  "positions_angstrom": [[14.154, -16.154, 28.233], [13.953, -14.744, 29.267], [12.278, -14.128, 29.150], [15.174, -13.531, 28.941], [14.056, -15.063, 30.295], [14.896, -18.913, 21.614], [15.115, -18.596, 23.317], [13.548, -18.197, 24.083], [16.268, -17.294, 23.635], [15.476, -19.483, 23.818], [6.591, -16.020, 25.505], [5.211, -14.962, 25.189], [3.739, -15.647, 25.915], [5.003, -14.752, 23.447], [5.386, -13.999, 25.646], [8.614, -13.295, 22.559], [10.360, -13.420, 22.416], [11.189, -12.124, 23.342], [10.922, -13.377, 20.759], [10.655, -14.351, 22.881], [8.890, -15.065, 28.808], [7.473, -14.708, 29.783], [6.326, -13.771, 28.874], [7.955, -13.928, 31.298], [7.038, -15.664, 30.048], [11.360, -14.907, 25.465], [11.225, -16.406, 26.433], [9.951, -17.140, 26.046], [9.781, -18.534, 27.088], [11.185, -16.156, 27.489], [12.130, -16.960, 26.210], [10.022, -17.400, 24.991], [9.104, -16.476, 26.199]],
  "forces_ev_per_a": [[0.1, 0.0, 0.0], [-0.5, -0.1, 0.3], [0.5, 0.1, -0.1], [-0.1, 0.1, -0.1], [0.2, 0.0, 0.0], [0.1, 0.0, -0.1], [-0.3, 0.3, 0.6], [0.2, -0.1, -0.1], [0.0, -0.1, -0.2], [0.1, -0.1, -0.1], [-0.1, 0.1, 0.1], [-0.2, -0.4, -0.1], [0.2, 0.2, -0.1], [0.0, 0.1, 0.1], [0.1, 0.0, 0.0], [-0.1, 0.1, -0.1], [0.4, 0.4, 0.5], [-0.3, -0.3, -0.1], [-0.1, -0.1, -0.2], [0.0, -0.1, -0.1], [0.3, 0.0, -0.2], [0.3, -0.5, 0.4], [-0.4, 0.3, -0.1], [-0.1, 0.1, -0.1], [-0.2, 0.1, 0.0], [-0.1, 0.1, 0.2], [-0.3, 0.0, -0.1], [0.7, 1.0, -0.5], [-0.1, -0.6, 0.2], [0.2, 0.2, 0.0], [-0.1, -0.2, 0.2], [-0.3, -0.4, 0.1], [0.0, -0.1, 0.0]]
}


No. 3
{
  "formula": "C7H9Cl2N3S",
  "method": "ωB97M-V with the def2-TZVPD basis set",
  "total_energy_ev": -47754.6318,
  "gap_ev": 9.516,
  "max_force_ha_per_bohr": 0.096,
  "homo_ev": -9.5758,
  "smiles": "CCCCSc1nc(Cl)nc(Cl)n1",
  "symbols": ["C", "C", "C", "C", "S", "C", "N", "C", "Cl", "N", "C", "Cl", "N", "H", "H", "H", "H", "H", "H", "H", "H", "H"],
  "positions_angstrom": [[1.572, -2.953, 0.619], [1.193, -1.982, 1.805], [-0.179, -1.236, 1.735], [-0.554, -0.425, 0.482], [0.911, 0.635, 0.036], [-0.077, 1.729, -0.930], [-1.257, 1.336, -1.476], [-1.942, 2.187, -2.243], [-3.524, 1.849, -2.857], [-1.473, 3.367, -2.510], [-0.241, 3.765, -1.955], [0.334, 5.325, -2.319], [0.448, 2.969, -1.157], [1.030, -3.861, 0.669], [1.477, -2.462, -0.351], [2.557, -3.108, 0.796], [2.040, -1.307, 2.029], [1.140, -2.548, 2.715], [-0.231, -0.519, 2.564], [-0.923, -1.878, 1.851], [-1.475, 0.195, 0.778], [-0.825, -1.078, -0.281]],
  "forces_ev_per_a": [[-2.3, 2.7, 0.8], [-0.5, 0.3, -0.8], [3.8, 3.1, -0.5], [0.3, 1.0, 2.5], [-2.2, 0.1, -0.3], [-1.0, 1.2, -1.9], [0.3, -1.0, 0.7], [2.2, 0.6, 1.4], [0.5, -0.4, 0.3], [1.8, 2.8, -0.3], [-2.6, -3.2, -0.1], [-0.1, -0.2, 0.0], [0.0, 0.2, -0.2], [-0.6, -0.9, -0.1], [-0.2, -0.1, 0.0], [3.1, -1.0, 0.1], [-0.5, 0.1, -0.6], [0.0, -0.6, 0.5], [0.2, -0.3, 0.1], [-3.3, -3.1, 0.7], [1.6, -0.6, -0.8], [-0.3, -0.8, -1.6]]
}


What did the second record say?
{
  "formula": "C7H9Cl17",
  "method": "ωB97M-V with the def2-TZVPD basis set",
  "total_energy_ev": -220286.0911,
  "gap_ev": 11.306,
  "max_force_ha_per_bohr": 0.025,
  "homo_ev": -10.8888,
  "smiles": "ClC(Cl)Cl.ClC(Cl)Cl.ClC(Cl)Cl.ClC(Cl)Cl.ClC(Cl)Cl.ClCCCl",
  "symbols": ["Cl", "C", "Cl", "Cl", "H", "Cl", "C", "Cl", "Cl", "H", "Cl", "C", "Cl", "Cl", "H", "Cl", "C", "Cl", "Cl", "H", "Cl", "C", "Cl", "Cl", "H", "Cl", "C", "C", "Cl", "H", "H", "H", "H"],
  "positions_angstrom": [[14.154, -16.154, 28.233], [13.953, -14.744, 29.267], [12.278, -14.128, 29.150], [15.174, -13.531, 28.941], [14.056, -15.063, 30.295], [14.896, -18.913, 21.614], [15.115, -18.596, 23.317], [13.548, -18.197, 24.083], [16.268, -17.294, 23.635], [15.476, -19.483, 23.818], [6.591, -16.020, 25.505], [5.211, -14.962, 25.189], [3.739, -15.647, 25.915], [5.003, -14.752, 23.447], [5.386, -13.999, 25.646], [8.614, -13.295, 22.559], [10.360, -13.420, 22.416], [11.189, -12.124, 23.342], [10.922, -13.377, 20.759], [10.655, -14.351, 22.881], [8.890, -15.065, 28.808], [7.473, -14.708, 29.783], [6.326, -13.771, 28.874], [7.955, -13.928, 31.298], [7.038, -15.664, 30.048], [11.360, -14.907, 25.465], [11.225, -16.406, 26.433], [9.951, -17.140, 26.046], [9.781, -18.534, 27.088], [11.185, -16.156, 27.489], [12.130, -16.960, 26.210], [10.022, -17.400, 24.991], [9.104, -16.476, 26.199]],
  "forces_ev_per_a": [[0.1, 0.0, 0.0], [-0.5, -0.1, 0.3], [0.5, 0.1, -0.1], [-0.1, 0.1, -0.1], [0.2, 0.0, 0.0], [0.1, 0.0, -0.1], [-0.3, 0.3, 0.6], [0.2, -0.1, -0.1], [0.0, -0.1, -0.2], [0.1, -0.1, -0.1], [-0.1, 0.1, 0.1], [-0.2, -0.4, -0.1], [0.2, 0.2, -0.1], [0.0, 0.1, 0.1], [0.1, 0.0, 0.0], [-0.1, 0.1, -0.1], [0.4, 0.4, 0.5], [-0.3, -0.3, -0.1], [-0.1, -0.1, -0.2], [0.0, -0.1, -0.1], [0.3, 0.0, -0.2], [0.3, -0.5, 0.4], [-0.4, 0.3, -0.1], [-0.1, 0.1, -0.1], [-0.2, 0.1, 0.0], [-0.1, 0.1, 0.2], [-0.3, 0.0, -0.1], [0.7, 1.0, -0.5], [-0.1, -0.6, 0.2], [0.2, 0.2, 0.0], [-0.1, -0.2, 0.2], [-0.3, -0.4, 0.1], [0.0, -0.1, 0.0]]
}